Record 1
Formula: C16H17N
Source: the OMol25 dataset
Level of theory: ωB97M-V with the def2-TZVPD basis set

The geometry in ORCA input format:
```
! wB97M-V def2-TZVPD RIJCOSX def2/J DEFGRID3
* xyz 0 1
C 0.810 3.397 2.209
C 3.430 0.690 2.207
C 2.827 -0.289 2.990
C 2.785 1.892 1.930
C 1.519 2.105 2.463
C 1.557 -0.042 3.496
C 0.899 1.158 3.295
H 4.427 0.481 1.835
H 3.334 -1.221 3.202
H 3.318 2.705 1.448
H 1.086 -0.792 4.130
H 1.007 3.833 1.219
H 1.129 4.170 2.918
H -0.127 1.329 3.586
H -0.279 3.304 2.167
C -2.103 1.836 -2.310
C -0.269 0.660 -0.989
C -1.413 0.630 -1.703
C -0.707 -1.513 -1.409
C -1.673 -0.740 -2.146
C -0.754 -2.910 -1.361
C -2.612 -1.351 -3.005
C -1.724 -3.500 -2.169
C -2.555 -2.749 -2.984
N 0.051 -0.656 -0.681
H 0.217 1.551 -0.650
H 0.905 -0.848 -0.176
H -2.379 1.715 -3.359
H -1.245 2.524 -2.381
H -0.245 -3.468 -0.586
H -3.084 -0.693 -3.719
H -1.877 -4.570 -2.122
H -3.256 -3.195 -3.686
H -3.000 2.160 -1.790
*
```

As for the total energy: -18357.384 eV. The strongest force on any atom is 2.96 eV/A. Its structure (SMILES) is Cc1c[nH]c2ccccc12.Cc1ccccc1. The orbital gap comes out at 8.551 eV. As for the HOMO energy: -7.752 eV.

Record 2
Formula: C16H17N
Source: the OMol25 dataset
Level of theory: ωB97M-V with the def2-TZVPD basis set

The geometry in ORCA input format:
```
! wB97M-V def2-TZVPD RIJCOSX def2/J DEFGRID3
* xyz 0 1
C -1.803 1.400 2.107
C -3.303 2.922 -1.085
C -2.865 4.225 -0.977
C -3.074 2.092 0.043
C -2.261 2.433 1.128
C -2.221 4.661 0.183
C -1.864 3.777 1.174
H -3.899 2.611 -1.930
H -3.152 4.913 -1.770
H -3.277 1.032 -0.136
H -2.124 5.739 0.254
H -1.452 0.552 1.521
H -2.527 1.056 2.845
H -1.341 4.217 2.014
H -0.959 1.755 2.703
C 1.394 -4.729 0.767
C 0.031 -2.570 0.489
C 1.178 -3.272 0.379
C 1.453 -1.251 -0.614
C 2.105 -2.461 -0.350
C 2.119 -0.215 -1.280
C 3.350 -2.663 -0.951
C 3.343 -0.482 -1.892
C 3.984 -1.716 -1.728
N 0.192 -1.247 -0.002
H -0.986 -2.824 0.756
H -0.268 -0.454 0.391
H 1.933 -5.232 -0.046
H 0.445 -5.255 0.766
H 1.591 0.724 -1.425
H 3.976 -3.397 -0.437
H 3.631 0.400 -2.451
H 4.889 -2.012 -2.241
H 1.763 -4.731 1.795
*
```

As for the total energy: -18356.947 eV. The strongest force on any atom is 2.58 eV/A. Its structure (SMILES) is Cc1c[nH]c2ccccc12.Cc1ccccc1. The orbital gap comes out at 8.681 eV. As for the HOMO energy: -7.890 eV.

Record 3
Formula: C16H17N3O5
Source: the OMol25 dataset
Level of theory: ωB97M-V with the def2-TZVPD basis set

The geometry in ORCA input format:
```
! wB97M-V def2-TZVPD RIJCOSX def2/J DEFGRID3
* xyz 0 1
O -0.668 2.099 -2.187
C 0.082 2.742 -1.585
N -0.074 2.916 -0.196
C 0.773 3.900 0.553
C 1.677 3.121 1.415
N 0.697 2.096 2.149
C 1.125 0.823 1.938
C 0.735 -0.397 2.846
C -0.083 -1.215 1.899
O -1.036 -2.062 2.078
N 0.261 -0.971 0.791
C 1.255 0.173 0.661
O 1.754 0.626 -0.623
C -0.165 -1.741 -0.484
C -0.352 -1.041 -1.771
C -0.951 -1.687 -2.843
C -0.919 -3.095 -2.911
C -0.576 -3.718 -1.585
C -0.074 -3.229 -0.415
H 0.028 -3.566 0.540
O -0.481 -5.105 -1.737
C -1.120 -5.263 -2.907
O -1.197 -4.130 -3.592
H -2.113 -5.829 -2.974
H 0.012 -6.035 -3.502
H -1.103 -1.365 -3.805
H -0.483 0.107 -1.979
H 1.387 -1.156 3.437
H -0.119 0.116 3.651
H 2.277 0.732 2.166
C -0.614 2.125 2.076
H -1.097 1.383 2.395
C -1.117 2.312 0.549
H -2.048 2.957 0.365
H -1.225 1.450 -0.016
H -0.968 2.962 2.720
H 2.574 2.603 1.054
H 1.662 3.733 2.487
H 0.128 4.660 1.192
H 1.392 4.533 0.147
H 0.767 3.437 -1.997
*
```

As for the total energy: -31562.015 eV. The strongest force on any atom is 17.63 eV/A. The orbital gap comes out at 7.164 eV. As for the HOMO energy: -7.693 eV.

Record 4
Formula: C16H18AsMnN2O7S2
Source: the OMol25 dataset
Level of theory: ωB97M-V with the def2-TZVPD basis set

The geometry in ORCA input format:
```
! wB97M-V def2-TZVPD RIJCOSX def2/J DEFGRID3
* xyz -1 6
Mn 0.355 -1.193 -0.282
O 0.191 -0.530 4.320
As 0.534 0.256 2.759
O -0.046 1.778 2.753
O -0.086 -0.881 1.707
C 2.483 0.250 2.887
C 2.965 0.411 4.185
C 4.325 0.499 4.443
C 5.233 0.426 3.397
C 4.770 0.265 2.101
C 3.407 0.177 1.845
S 2.934 -0.089 0.141
O 1.685 0.677 -0.043
O 4.054 0.339 -0.655
O 2.592 -1.514 0.044
H -0.412 -1.255 4.112
H 2.265 0.462 5.008
H 4.669 0.626 5.462
H 6.297 0.496 3.586
H 5.454 0.214 1.265
O 0.608 -1.789 -2.277
N -0.304 -2.567 -2.820
C -0.423 -2.512 -4.165
C -1.310 -3.295 -4.849
C -2.114 -4.173 -4.116
C -1.989 -4.217 -2.753
C -1.070 -3.405 -2.050
S -0.897 -3.436 -0.359
H 0.251 -1.800 -4.617
H -1.367 -3.218 -5.925
H -2.832 -4.812 -4.616
H -2.597 -4.880 -2.155
C -2.689 3.160 -1.920
C -2.569 2.410 -0.587
C -3.952 2.184 0.033
C -1.655 3.174 0.379
C -1.960 1.096 -0.854
N -1.491 0.073 -1.065
H -3.145 4.134 -1.736
H -3.310 2.613 -2.632
H -1.705 3.317 -2.364
H -4.412 3.154 0.229
H -3.867 1.644 0.975
H -4.601 1.619 -0.638
H -2.090 4.161 0.559
H -0.655 3.295 -0.037
H -1.523 2.655 1.327
*
```

As for the total energy: -148030.192 eV. The strongest force on any atom is 0.34 eV/A. The orbital gap (alpha / beta) comes out at 7.451 / 7.676 eV. As for the HOMO energy (alpha / beta): -4.819 / -5.046 eV. Its expectation value of S² is 8.75.

Record 5
Formula: C16H18B2HgN6O2
Source: the OMol25 dataset
Level of theory: ωB97M-V with the def2-TZVPD basis set

The geometry in ORCA input format:
```
! wB97M-V def2-TZVPD RIJCOSX def2/J DEFGRID3
* xyz 0 1
H -0.528 2.640 1.000
N -0.081 1.488 -0.709
B 0.650 0.692 -3.032
N 0.496 1.793 -1.933
C 0.819 3.105 -1.970
Hg -1.354 -0.706 -0.143
H 1.273 3.530 -2.852
C 0.459 3.663 -0.749
H 0.590 4.677 -0.438
C -0.111 2.612 0.002
H 1.175 1.128 -4.019
C -1.208 -2.798 0.441
H -1.773 -2.455 1.324
H -0.408 -3.490 0.667
H -1.954 -2.959 -0.319
N -0.784 0.118 -3.269
N 1.531 -0.431 -2.388
N -1.520 -0.400 -2.216
N 1.116 -1.050 -1.225
C -1.505 0.037 -4.423
C 2.722 -0.939 -2.787
H -1.076 0.376 -5.371
H 3.192 -0.603 -3.693
C -2.745 -0.554 -4.119
C 3.107 -1.902 -1.851
C -2.714 -0.799 -2.737
C 2.051 -1.945 -0.900
H -3.540 -0.794 -4.802
H 3.991 -2.491 -1.868
H -3.446 -1.248 -2.082
H 1.965 -2.584 -0.033
H -2.776 -0.038 0.528
O 0.107 -1.104 2.699
B -0.531 -0.187 1.843
O -0.919 0.936 2.625
C -0.689 0.608 3.939
C -1.291 1.139 5.069
C -1.247 0.398 6.262
C -0.621 -0.844 6.303
C -0.015 -1.377 5.153
C -0.058 -0.642 3.983
H -1.813 2.092 5.025
H -1.706 0.793 7.169
H -0.604 -1.409 7.236
H 0.448 -2.360 5.165
*
```

As for the total energy: -35444.600 eV. The strongest force on any atom is 4.01 eV/A. The orbital gap (alpha / beta) comes out at 6.313 / 6.625 eV. As for the HOMO energy (alpha / beta): -7.872 / -8.134 eV.

Record 6
Formula: C16H18BFN6Zn
Source: the OMol25 dataset
Level of theory: ωB97M-V with the def2-TZVPD basis set

The geometry in ORCA input format:
```
! wB97M-V def2-TZVPD RIJCOSX def2/J DEFGRID3
* xyz 2 1
C 0.654 2.792 0.344
N 0.787 1.559 -0.154
N 1.039 1.715 -1.521
C 0.919 3.022 -1.837
C 0.681 3.754 -0.674
B 1.243 0.427 -2.377
N 2.280 -0.510 -1.665
N 2.160 -0.884 -0.329
C 3.237 -1.648 -0.047
C 3.980 -1.875 -1.232
C 3.320 -1.155 -2.218
Zn 0.301 -0.327 0.610
N -0.063 -0.414 -2.319
N -0.526 -0.877 -1.100
C -1.658 -1.573 -1.334
C -1.935 -1.545 -2.720
C -0.898 -0.809 -3.292
H -2.191 -2.040 -0.514
H -0.684 -0.541 -4.316
H -2.770 -1.996 -3.215
H 1.562 0.684 -3.493
H 3.467 -1.098 -3.290
H 0.927 3.361 -2.861
H 4.856 -2.489 -1.350
H 0.503 4.806 -0.590
H 3.442 -1.970 0.966
H 0.539 2.943 1.409
H 0.114 -2.440 1.450
C 0.640 -2.636 2.395
H 1.402 -3.401 2.206
H 1.143 -1.707 2.685
H -0.087 -2.906 3.172
F -4.739 1.639 3.471
C -3.537 1.252 2.924
C -2.514 0.835 3.771
C -1.303 0.379 3.188
C -1.196 0.298 1.808
C -2.203 0.781 1.002
C -3.424 1.245 1.534
H -2.648 0.850 4.853
H -0.490 0.108 3.860
H -2.101 0.831 -0.083
H -4.233 1.561 0.884
*
```

As for the total energy: -77618.759 eV. The strongest force on any atom is 4.06 eV/A. The orbital gap (alpha / beta) comes out at 5.270 / 4.191 eV. As for the HOMO energy (alpha / beta): -15.254 / -15.168 eV.

Record 7
Formula: C16H18BeN4O6S
Source: the OMol25 dataset
Level of theory: ωB97M-V with the def2-TZVPD basis set

The geometry in ORCA input format:
```
! wB97M-V def2-TZVPD RIJCOSX def2/J DEFGRID3
* xyz 0 1
Be -1.347 1.185 0.529
N -1.184 1.864 2.251
C -2.338 2.686 2.694
C -2.841 3.580 1.561
C -3.398 2.734 0.418
O -4.553 2.822 0.064
O -2.522 1.914 -0.103
H -0.988 1.138 2.932
H -0.347 2.438 2.189
H -2.070 3.294 3.558
H -3.136 2.006 2.995
H -2.015 4.186 1.178
H -3.627 4.234 1.927
O 1.523 0.667 -1.660
C 1.184 0.621 -0.494
O 0.031 0.996 -0.041
C 2.134 0.095 0.553
C 1.674 -0.528 1.706
C 2.570 -0.977 2.667
C 3.930 -0.779 2.497
C 4.370 -0.169 1.334
C 3.497 0.252 0.348
N 5.815 0.058 1.152
O 6.545 -0.152 2.104
O 6.195 0.437 0.061
H 0.608 -0.686 1.830
H 2.206 -1.484 3.551
H 4.655 -1.085 3.237
H 3.868 0.705 -0.560
C -3.094 -1.238 -3.932
C -2.101 -1.564 -2.867
C -0.894 -2.158 -3.081
C -0.064 -2.402 -1.970
N -0.436 -2.100 -0.731
C -1.614 -1.506 -0.524
S -2.156 -0.986 0.997
N -2.428 -1.254 -1.594
C 1.301 -2.972 -2.150
H -2.699 -1.491 -4.912
H -3.337 -0.174 -3.912
H -4.016 -1.797 -3.769
H -0.577 -2.416 -4.080
H -3.280 -0.748 -1.389
H 1.377 -3.569 -3.057
H 1.588 -3.553 -1.277
H 1.989 -2.124 -2.229
*
```

As for the total energy: -46369.543 eV. The strongest force on any atom is 0.97 eV/A. The orbital gap comes out at 8.569 eV. As for the HOMO energy: -8.998 eV.

Record 8
Formula: C16H18BrCl2SeV
Source: the OMol25 dataset
Level of theory: ωB97M-V with the def2-TZVPD basis set

The geometry in ORCA input format:
```
! wB97M-V def2-TZVPD RIJCOSX def2/J DEFGRID3
* xyz -2 1
V 1.081 0.301 -0.654
Cl 2.968 1.892 -0.833
C 2.853 3.689 -0.276
Cl 0.008 1.793 1.009
H 1.981 4.024 -0.860
H 2.454 3.558 0.737
Br -1.434 -1.794 -0.558
C -0.835 -2.508 1.087
C -1.562 -3.536 1.616
C -1.173 -4.105 2.847
C -0.076 -3.622 3.493
C 0.690 -2.557 2.951
C 1.825 -2.084 3.641
C 2.555 -1.057 3.107
C 2.185 -0.476 1.886
C 1.089 -0.886 1.145
C 0.325 -1.955 1.703
H -2.433 -3.904 1.090
H -1.752 -4.920 3.267
H 0.238 -4.047 4.442
H 2.096 -2.545 4.586
H 3.429 -0.683 3.630
H 2.798 0.340 1.516
Se 2.299 -1.321 -1.647
C -2.382 1.690 -1.377
C -1.259 1.627 -2.413
C -1.742 0.821 -3.628
C -0.928 3.062 -2.855
C 0.024 1.026 -1.907
H -3.263 2.169 -1.821
H -2.061 2.250 -0.502
H -2.667 0.694 -1.039
H -2.652 1.264 -4.050
H -1.961 -0.210 -3.341
H -0.974 0.793 -4.406
H -1.820 3.556 -3.259
H -0.150 3.063 -3.622
H -0.560 3.634 -2.001
H 0.784 0.965 -2.704
*
```

As for the total energy: -203003.009 eV. The strongest force on any atom is 0.23 eV/A. The orbital gap (alpha / beta) comes out at 5.167 / 5.169 eV. As for the HOMO energy (alpha / beta): -0.473 / -0.475 eV.

Question: Which of these has the highest strongest force on any atom?
Answer: C16H17N3O5